Computed, not measured: a single C7H10O molecule, with ωB97M-V with the def2-TZVPD basis set.

Last column: Mulliken charge in e.
Geometry (Å):
C (1.177, 0.532, -0.916)  0.029
C (-2.078, -1.514, 0.609)  0.081
C (-2.253, -2.702, 1.108)  -0.784
C (2.099, 0.789, -0.074)  -0.004
C (0.121, 0.258, -1.545)  -0.655
C (-1.103, 0.110, -0.748)  -0.359
C (2.614, 2.131, 0.318)  -1.411
O (-0.997, -1.183, -0.200)  -0.329
H (-1.473, -3.330, 0.858)  0.274
H (-2.951, -3.025, 1.812)  0.303
H (2.597, -0.027, 0.541)  0.261
H (-2.841, -0.708, 0.797)  0.236
H (-0.004, 0.262, -2.601)  0.380
H (-1.169, 0.778, 0.144)  0.379
H (-2.049, 0.265, -1.290)  0.375
H (3.602, 2.160, 0.127)  0.421
H (2.568, 2.312, 1.298)  0.412
H (2.143, 2.891, -0.237)  0.391

E_LUMO: 1.0 eV
structure (SMILES): C=COCC=C=CC
HOMO-LUMO gap: 0.36566 hartree
net charge: 0


Computed, not measured: a molecular structure, C29H38BClIrN8S, with ωB97M-V with the def2-TZVPD basis set.

Last column: Mulliken charge in e.
Geometry (Å):
Ir (0.344, -0.763, -0.643)  1.427
C (-2.376, -2.578, -4.378)  -1.393
C (-0.943, -2.949, -3.987)  0.547
C (0.092, -2.021, -4.647)  -1.483
C (-0.787, -3.241, -2.494)  -0.263
C (-1.274, -4.439, -1.971)  -1.091
C (-0.641, -4.608, -0.758)  -0.478
N (0.139, -3.554, -0.551)  0.663
N (0.023, -2.658, -1.578)  0.013
B (1.321, -3.426, 0.418)  -0.297
N (2.416, -2.693, -0.364)  0.552
C (3.602, -3.157, -0.746)  -0.313
C (4.225, -2.195, -1.508)  -1.451
C (3.354, -1.112, -1.547)  0.115
N (2.227, -1.442, -0.868)  -0.030
C (3.632, 0.185, -2.244)  0.359
C (2.651, 0.434, -3.394)  -1.323
C (3.621, 1.290, -1.200)  -0.671
N (1.008, -2.617, 1.660)  -0.004
C (1.095, -3.045, 2.918)  -0.332
C (0.840, -1.975, 3.737)  -1.420
C (0.604, -0.887, 2.889)  -0.191
N (0.678, -1.299, 1.595)  0.125
C (0.369, 0.477, 3.515)  0.721
C (-1.113, 0.735, 3.819)  -1.214
C (1.093, 1.656, 2.832)  -1.230
H (-2.449, -2.495, -5.464)  0.426
H (-2.679, -1.628, -3.941)  0.236
H (-3.088, -3.340, -4.055)  0.393
H (-0.756, -3.935, -4.411)  0.674
H (0.420, -2.451, -5.594)  0.481
H (-0.328, -1.043, -4.891)  0.357
H (0.977, -1.883, -4.024)  0.088
H (-1.931, -5.132, -2.471)  0.523
H (-0.660, -5.428, -0.056)  0.512
H (1.708, -4.511, 0.758)  -0.123
H (3.924, -4.141, -0.443)  0.464
H (5.207, -2.242, -1.953)  0.511
H (4.641, 0.112, -2.650)  0.478
H (1.644, 0.600, -3.007)  0.048
H (2.619, -0.417, -4.076)  0.371
H (2.950, 1.316, -3.966)  0.477
H (2.699, 1.214, -0.645)  -0.557
H (3.706, 2.277, -1.663)  0.432
H (4.440, 1.172, -0.488)  0.430
H (1.338, -4.073, 3.140)  0.502
H (0.847, -1.953, 4.815)  0.496
H (0.835, 0.362, 4.491)  0.665
H (-1.726, 0.783, 2.925)  0.106
H (-1.228, 1.679, 4.358)  0.236
H (-1.516, -0.062, 4.445)  0.451
H (0.397, 2.369, 2.392)  0.078
H (1.775, 1.315, 2.051)  0.197
H (1.688, 2.202, 3.566)  0.451
S (-2.063, 5.199, 0.894)  -0.255
C (-1.307, 3.644, 0.595)  0.523
C (-1.871, 2.425, 0.951)  -1.360
C (-1.200, 1.264, 0.648)  -0.708
N (-0.018, 1.220, 0.006)  0.956
C (0.515, 2.402, -0.349)  -0.340
C (-0.087, 3.610, -0.073)  -1.303
C (-3.033, 4.846, 2.338)  0.109
C (-2.439, 4.402, 3.514)  0.095
C (-3.244, 4.228, 4.626)  -0.417
N (-4.561, 4.462, 4.635)  -0.568
C (-5.109, 4.885, 3.499)  -0.368
C (-4.393, 5.091, 2.322)  -0.228
H (-2.818, 2.370, 1.469)  0.491
H (-1.624, 0.315, 0.928)  1.176
H (1.454, 2.393, -0.868)  0.268
H (0.407, 4.526, -0.374)  0.480
H (-1.375, 4.201, 3.563)  0.474
H (-2.811, 3.899, 5.565)  0.395
H (-6.178, 5.068, 3.521)  0.368
H (-4.891, 5.425, 1.421)  0.411
Cl (-2.335, -0.820, -1.224)  -0.080
C (-0.896, -0.147, -2.064)  -0.396
H (-1.013, 0.923, -2.171)  0.882
H (-0.763, -0.619, -3.018)  -0.345

E_LUMO: -3.4 eV
HOMO-LUMO gap: 0.29483 hartree
net charge: +1


Computed, not measured: a single C18H25NO5S2 molecule, with ωB97M-V with the def2-TZVPD basis set.

Last column: Mulliken charge in e.
Geometry (Å):
C (-1.225, -0.720, 2.086)  -0.612
H (-1.041, -0.442, 3.121)  0.431
H (-0.782, -1.695, 1.911)  0.311
H (-0.724, -0.011, 1.432)  -0.074
C (-2.732, -0.758, 1.816)  -1.140
N (-3.148, -0.392, 0.462)  0.542
C (-3.537, -1.368, -0.412)  0.754
O (-4.446, -1.253, -1.205)  -0.661
C (-2.736, -2.677, -0.362)  -0.914
H (-3.010, -3.293, 0.497)  0.358
H (-2.982, -3.212, -1.287)  0.385
O (-1.337, -2.474, -0.267)  -0.307
C (-0.812, -1.720, -1.260)  0.506
O (-1.485, -1.312, -2.184)  -0.770
C (0.586, -1.423, -1.082)  0.103
C (1.451, -1.767, -0.071)  -0.976
C (2.707, -1.157, -0.193)  0.590
C (2.788, -0.353, -1.306)  0.824
S (1.326, -0.339, -2.206)  -0.298
C (3.950, 0.487, -1.703)  -1.019
H (3.721, 0.982, -2.647)  0.423
C (4.263, 1.542, -0.634)  -0.567
C (4.990, 0.979, 0.586)  -0.665
C (4.152, 0.047, 1.461)  -0.638
H (3.221, 0.547, 1.738)  0.335
H (4.712, -0.150, 2.378)  0.350
C (3.821, -1.294, 0.796)  -1.099
H (3.522, -2.012, 1.561)  0.338
H (4.716, -1.681, 0.301)  0.387
H (5.317, 1.820, 1.203)  0.329
H (5.888, 0.449, 0.256)  0.314
H (3.331, 2.017, -0.322)  0.323
H (4.896, 2.309, -1.085)  0.368
H (4.832, -0.144, -1.854)  0.338
H (1.181, -2.435, 0.727)  0.560
C (-3.669, 0.974, 0.319)  -0.109
C (-2.698, 1.992, 0.898)  -1.083
H (-3.172, 2.961, 1.017)  0.443
H (-2.195, 1.706, 1.811)  0.528
S (-1.451, 2.175, -0.436)  0.905
O (-0.326, 1.313, -0.171)  -0.442
O (-1.148, 3.570, -0.613)  -0.788
C (-2.487, 1.552, -1.790)  -0.262
C (-3.849, 1.436, -1.141)  -1.383
H (-4.489, 0.747, -1.689)  0.522
H (-4.332, 2.415, -1.108)  0.472
H (-2.096, 0.592, -2.114)  0.111
H (-2.456, 2.271, -2.600)  0.543
H (-4.643, 1.032, 0.830)  0.338
H (-3.250, -0.075, 2.496)  0.561
H (-3.113, -1.758, 2.037)  0.515

E_LUMO: 0.4 eV
structure (SMILES): CCN(C(=O)COC(=O)c1cc2c(s1)CCCCC2)[C@@H]1CCS(=O)(=O)C1
HOMO-LUMO gap: 0.32794 hartree
net charge: 0


Computed, not measured: a molecular structure, C25H26BrClCuN7O4, with ωB97M-V with the def2-TZVPD basis set.

Last column: Mulliken charge in e.
Geometry (Å):
Cu (-1.048, -0.486, 1.381)  -0.381
Cl (-5.060, -6.444, 1.036)  -0.204
C (-3.908, -5.155, 0.917)  0.046
C (-2.679, -5.383, 0.263)  -0.577
C (-1.747, -4.391, 0.154)  -0.536
C (-1.970, -3.099, 0.693)  0.757
O (-1.052, -2.197, 0.559)  -0.222
C (-3.215, -2.883, 1.342)  0.606
C (-3.582, -1.633, 1.889)  -0.294
O (-2.905, -0.581, 1.930)  -0.621
C (-4.168, -3.930, 1.440)  -0.811
H (-2.483, -6.361, -0.154)  0.413
H (-0.806, -4.572, -0.349)  0.390
H (-4.584, -1.571, 2.329)  0.320
H (-5.111, -3.740, 1.939)  0.381
C (1.541, -2.293, -2.130)  -0.860
O (1.536, -0.998, -1.541)  -0.247
C (2.525, -0.136, -1.904)  -0.293
C (3.641, -0.482, -2.646)  -0.152
C (4.627, 0.471, -2.892)  -0.527
Br (6.153, -0.031, -3.883)  -0.180
C (4.513, 1.758, -2.419)  -0.727
C (3.371, 2.113, -1.698)  1.204
C (2.384, 1.174, -1.437)  0.673
O (1.290, 1.436, -0.662)  -0.689
C (3.254, 3.463, -1.119)  -0.282
N (4.151, 4.034, -0.373)  -0.677
C (3.601, 5.264, -0.017)  0.817
C (4.137, 6.281, 0.770)  -0.879
C (3.376, 7.418, 0.957)  -0.491
C (2.104, 7.551, 0.377)  -0.486
C (1.555, 6.549, -0.400)  -1.051
C (2.329, 5.408, -0.578)  0.315
N (2.102, 4.218, -1.258)  0.021
H (2.419, -2.868, -1.824)  0.403
H (1.514, -2.224, -3.219)  0.414
H (0.640, -2.777, -1.767)  -0.020
H (3.762, -1.485, -3.026)  0.537
H (5.285, 2.494, -2.592)  0.598
H (1.293, 2.374, -0.424)  0.384
H (5.122, 6.177, 1.204)  0.467
H (3.768, 8.231, 1.553)  0.412
H (1.546, 8.464, 0.535)  0.407
H (0.578, 6.657, -0.853)  0.430
H (1.433, 4.089, -2.001)  0.254
C (3.645, -0.954, 1.471)  -0.917
N (3.052, 0.270, 1.997)  0.195
C (3.894, 1.470, 2.003)  -1.926
C (1.700, 0.367, 1.995)  0.893
N (0.888, -0.520, 1.546)  -0.563
N (1.204, 1.538, 2.573)  -0.109
C (-0.057, 2.070, 2.415)  0.902
N (-0.208, 3.308, 2.935)  -0.413
N (-0.988, 1.435, 1.788)  0.088
H (4.695, -0.975, 1.750)  0.318
H (3.570, -1.013, 0.383)  0.301
H (3.164, -1.823, 1.918)  0.377
H (4.931, 1.152, 1.956)  0.354
H (3.793, 2.036, 2.931)  0.474
H (3.700, 2.122, 1.148)  0.993
H (1.314, -1.237, 0.973)  0.218
H (1.855, 2.073, 3.119)  0.174
H (0.536, 3.781, 3.415)  0.168
H (-1.131, 3.694, 3.032)  0.231
H (-1.845, 1.965, 1.691)  0.203

E_LUMO (alpha / beta): -2.6 / -2.9 eV
<S²>: 0.75
HOMO-LUMO gap (alpha / beta): 0.29116 / 0.28184 hartree
net charge: +1
spin multiplicity: 2


Computed, not measured: 4 unconnected molecules or ions with the total composition C23H48FN2O4, with ωB97M-V with the def2-TZVPD basis set.

Last column: Mulliken charge in e.
Geometry (Å):
C (-0.375, 7.036, 5.867)  -0.993
C (-1.398, 5.966, 5.169)  0.459
C (-2.847, 6.099, 5.868)  -0.662
O (-3.750, 4.990, 5.607)  -0.323
C (-3.465, 3.845, 6.423)  -0.589
N (-2.554, 2.947, 5.595)  0.324
C (-2.681, 2.883, 4.140)  -0.280
C (-1.746, 2.012, 3.238)  -0.164
N (-1.927, 2.040, 1.757)  -0.293
C (-1.104, 3.233, 1.286)  -0.256
C (-1.957, 4.593, 1.194)  -0.770
C (-0.643, 1.189, 3.967)  -0.298
C (-0.552, 1.270, 5.522)  -0.535
C (-1.557, 2.195, 6.294)  0.540
F (-1.378, 2.246, 7.703)  -0.233
H (-0.879, 7.624, 6.709)  0.314
H (0.021, 7.687, 5.019)  0.286
H (0.533, 6.457, 6.291)  0.262
H (-1.494, 6.140, 4.033)  -0.009
H (-0.908, 4.942, 5.295)  -0.073
H (-2.768, 6.371, 6.993)  0.394
H (-3.339, 7.029, 5.382)  0.273
H (-4.446, 3.258, 6.540)  0.317
H (-3.041, 4.079, 7.456)  0.381
H (-3.474, 3.501, 3.580)  0.432
H (-2.914, 2.360, 1.632)  0.421
H (-0.289, 3.372, 2.098)  0.214
H (-0.534, 3.014, 0.307)  0.361
H (-2.363, 4.940, 2.223)  0.020
H (-2.886, 4.507, 0.515)  0.326
H (-1.338, 5.468, 0.756)  0.340
H (0.072, 0.564, 3.317)  0.416
H (0.262, 0.656, 6.058)  0.380
C (-3.554, -3.895, -0.783)  -1.079
C (-3.084, -2.506, -1.176)  -0.146
O (-4.019, -1.479, -0.861)  -0.457
C (-4.356, -1.334, 0.510)  -0.537
C (-3.165, -1.013, 1.397)  -0.978
H (-4.508, -4.127, -1.264)  0.300
H (-2.818, -4.645, -1.086)  0.380
H (-3.701, -3.987, 0.295)  0.286
H (-2.943, -2.475, -2.259)  0.283
H (-2.109, -2.278, -0.732)  0.246
H (-4.884, -2.224, 0.866)  0.305
H (-5.072, -0.509, 0.568)  0.340
H (-2.421, -1.812, 1.386)  0.294
H (-3.488, -0.870, 2.433)  0.413
H (-2.669, -0.100, 1.054)  0.369
C (2.425, -2.579, -3.351)  -0.787
C (1.813, -3.280, -2.152)  -0.477
O (0.436, -3.599, -2.321)  -0.335
C (0.118, -4.466, -3.403)  -0.306
C (0.787, -5.826, -3.310)  -1.098
H (1.875, -1.661, -3.581)  0.294
H (3.468, -2.321, -3.150)  0.380
H (2.403, -3.204, -4.245)  0.095
H (1.871, -2.615, -1.286)  0.316
H (2.379, -4.179, -1.888)  0.320
H (0.345, -3.978, -4.357)  0.326
H (-0.967, -4.604, -3.380)  0.353
H (1.876, -5.748, -3.341)  0.221
H (0.474, -6.462, -4.142)  0.399
H (0.521, -6.319, -2.370)  0.303
C (6.491, -4.503, -6.588)  -1.133
C (5.233, -3.698, -6.313)  -0.229
O (5.442, -2.601, -5.431)  -0.388
C (6.371, -1.615, -5.860)  -0.326
C (5.990, -0.947, -7.169)  -1.053
H (6.919, -4.877, -5.654)  0.313
H (6.263, -5.354, -7.235)  0.386
H (7.258, -3.904, -7.083)  0.277
H (4.497, -4.347, -5.829)  0.250
H (4.772, -3.352, -7.244)  0.325
H (7.378, -2.043, -5.914)  0.300
H (6.403, -0.856, -5.074)  0.334
H (5.955, -1.660, -7.996)  0.262
H (6.715, -0.172, -7.427)  0.392
H (4.999, -0.490, -7.090)  0.288

E_LUMO: -4.8 eV
HOMO-LUMO gap: 0.22286 hartree
net charge: +1


no.,strongest force on any atom (hartree/bohr)
1,0.0801
2,0.0377
3,0.0158
4,0.0063
5,0.0830